[1]
17
Properties=species:S:1:pos:R:3:forces:R:3 method="wB97M-V/def2-TZVPD" de_lowest_kcal_mol=55.2 e_lumo_ev=0.934 multiplicity=1 smiles="CC(C)=CN.O" homo_lumo_gap_ev=8.7425 charge=0 total_energy_ha=-288.92910
C -2.248 0.587 -0.918 0.012 -0.257 -0.266
C -1.394 -0.089 0.192 -1.267 -1.293 -2.066
C -0.148 -0.555 -0.146 -3.226 0.295 1.661
N 0.576 -0.116 -1.306 1.376 -2.377 3.056
C -2.238 -0.498 1.394 1.347 1.704 1.802
H -3.386 0.560 -0.832 1.618 -0.041 0.497
H -1.893 1.600 -0.845 -0.372 0.884 -0.724
H -2.055 0.180 -1.964 0.081 0.485 1.230
H 0.016 -1.459 0.523 1.422 1.339 -0.973
H 1.364 -0.811 -1.291 -0.920 1.323 -1.298
H -0.012 -0.075 -2.107 -0.129 -0.297 -0.887
H -2.939 -1.303 1.293 -0.277 -0.491 -0.474
H -1.569 -0.704 2.254 -0.172 -0.460 -0.438
H -2.813 0.375 1.854 0.515 -0.789 -1.112
H 5.181 0.050 1.129 -1.340 0.841 -0.883
H 4.643 1.453 0.812 0.029 0.498 0.049
O 4.449 0.535 0.647 1.305 -1.365 0.825

---

[2]
17
Properties=species:S:1:pos:R:3:forces:R:3 method="wB97M-V/def2-TZVPD" de_lowest_kcal_mol=32.1 e_lumo_ev=0.962 multiplicity=1 smiles=CN(C)CCO homo_lumo_gap_ev=9.7889 charge=0 total_energy_ha=-288.96591
C 2.183 0.622 0.189 -0.346 -0.043 0.061
N 1.030 -0.273 0.156 -0.069 0.284 0.224
C 0.832 -0.810 1.490 -0.079 0.174 0.202
C -0.140 0.491 -0.295 0.803 -0.253 -0.153
C -1.319 -0.416 -0.575 -0.196 0.117 -0.171
O -2.491 0.310 -0.928 0.024 0.060 -0.169
H 3.006 0.159 0.726 0.188 -0.210 -0.260
H 1.961 1.545 0.743 -0.098 0.158 0.008
H 2.461 0.888 -0.828 0.217 0.010 -0.032
H 0.679 -0.017 2.240 -0.007 0.083 0.017
H -0.026 -1.470 1.544 -0.066 -0.153 -0.095
H 1.711 -1.371 1.781 0.157 -0.179 0.065
H -0.344 1.325 0.390 -0.391 -0.107 0.173
H 0.167 0.943 -1.237 -0.119 0.203 -0.199
H -1.024 -1.087 -1.381 -0.004 -0.185 0.003
H -1.590 -1.024 0.279 0.013 -0.042 0.204
H -2.506 0.410 -1.885 -0.026 0.082 0.122

---

[3]
17
Properties=species:S:1:pos:R:3:forces:R:3 method="wB97M-V/def2-TZVPD" de_lowest_kcal_mol=71.5 e_lumo_ev=0.807 multiplicity=1 smiles="C=CO.CNC" homo_lumo_gap_ev=9.4286 charge=0 total_energy_ha=-288.90308
C -3.528 -0.290 0.298 -0.081 0.601 0.036
N -2.992 -1.075 -0.815 -0.889 -0.283 1.612
C -2.714 -2.499 -0.493 -0.908 0.727 -1.261
H -4.469 -0.684 0.750 -0.075 0.637 -1.282
H -2.949 -0.312 1.208 1.134 -0.124 0.386
H -3.466 0.786 -0.039 -1.015 -1.043 0.533
H -2.202 -0.547 -1.123 0.730 -0.376 -0.262
H -1.789 -2.694 -1.053 -0.583 -0.897 0.226
H -3.633 -3.058 -0.784 0.920 -0.024 -0.659
H -2.664 -2.834 0.537 0.772 0.785 0.672
C 5.009 2.406 0.360 1.240 -0.017 -2.264
C 4.103 1.731 -0.343 -1.428 1.869 1.230
O 3.162 1.065 0.402 -0.308 -1.749 0.156
H 5.668 3.077 -0.196 0.042 -0.223 0.525
H 5.218 2.109 1.366 0.078 0.302 0.564
H 3.759 2.002 -1.389 0.604 -0.847 1.411
H 3.486 0.817 1.313 -0.232 0.663 -1.623

---

[4]
17
Properties=species:S:1:pos:R:3:forces:R:3 method="wB97M-V/def2-TZVPD" de_lowest_kcal_mol=41.8 e_lumo_ev=0.840 multiplicity=1 smiles="C=CNCC.O" homo_lumo_gap_ev=8.9523 charge=0 total_energy_ha=-288.95035
C 0.506 1.515 1.732 0.379 -0.174 0.456
C 0.529 0.211 1.412 0.254 1.264 -1.203
N 0.930 -0.127 0.096 -1.585 -0.391 0.486
C 0.178 -1.214 -0.557 1.630 -0.405 -0.490
C 0.654 -1.366 -2.019 0.017 -1.870 0.783
H 0.529 1.935 2.735 -0.456 -0.356 -0.125
H 0.693 2.219 0.925 0.092 0.045 0.165
H 0.234 -0.601 2.062 0.353 -0.105 0.111
H 0.922 0.697 -0.488 0.103 0.151 0.026
H 0.557 -2.106 -0.035 -0.434 -0.057 -0.178
H -0.904 -1.221 -0.516 -0.269 0.556 0.302
H 0.218 -0.804 -2.841 -0.054 0.468 0.407
H 1.738 -1.356 -2.007 0.271 0.568 -0.260
H 0.462 -2.430 -2.226 -0.222 0.243 -0.395
H -2.494 0.976 0.647 -0.169 -0.118 0.864
H -2.109 1.801 -0.535 0.038 -0.485 -0.030
O -2.174 0.877 -0.240 0.052 0.666 -0.918

---

[5]
17
Properties=species:S:1:pos:R:3:forces:R:3 method="wB97M-V/def2-TZVPD" de_lowest_kcal_mol=13.7 e_lumo_ev=0.810 multiplicity=1 smiles="CC(N)=O.CC" homo_lumo_gap_ev=10.6458 charge=0 total_energy_ha=-288.99514
C -2.718 0.386 1.847 0.672 -0.490 -0.281
C -1.745 -0.330 0.888 -0.854 0.820 -0.431
H -2.970 1.398 1.531 -0.111 -0.113 -0.252
H -3.603 -0.241 1.882 -0.377 0.269 0.489
H -2.256 0.492 2.827 -0.199 -0.152 0.203
H -2.306 -0.589 -0.020 0.167 0.230 -0.093
H -1.460 -1.302 1.277 0.454 0.006 0.331
H -0.896 0.308 0.598 -0.757 -0.886 0.498
C 1.860 -1.118 -1.310 0.517 -0.614 0.997
C 1.621 0.287 -0.856 -1.117 1.268 -1.387
O 0.682 0.638 -0.165 1.185 -0.255 -0.058
N 2.397 1.250 -1.449 0.859 0.324 -0.012
H 2.614 -1.196 -2.087 0.155 -0.009 0.096
H 0.987 -1.693 -1.610 -0.311 0.576 -0.020
H 2.289 2.201 -1.142 -0.417 -0.017 0.300
H 3.320 1.109 -1.830 -0.188 -0.622 -0.070
H 2.185 -1.601 -0.381 0.323 -0.335 -0.309

---

[6]
17
Properties=species:S:1:pos:R:3:forces:R:3 method="wB97M-V/def2-TZVPD" de_lowest_kcal_mol=30.4 e_lumo_ev=0.927 multiplicity=1 smiles="CC/C=C/N.O" homo_lumo_gap_ev=9.0011 charge=0 total_energy_ha=-288.96862
C 1.063 0.494 2.329 -0.145 -0.334 0.131
C 0.064 1.147 1.358 0.725 0.162 0.548
C -0.341 0.242 0.225 -0.400 0.429 0.630
C -0.880 -0.960 0.416 0.040 0.037 -0.656
N -1.294 -1.792 -0.613 -0.269 -0.016 0.211
H 1.480 1.156 3.093 0.069 0.249 -0.412
H 1.852 -0.061 1.814 0.088 0.329 -0.039
H 0.537 -0.246 2.914 -0.248 -0.467 0.173
H -0.775 1.476 1.975 -0.254 0.044 -0.205
H 0.514 2.058 0.966 -0.040 0.023 -0.169
H -0.348 0.689 -0.759 0.149 -0.167 -0.179
H -1.083 -1.313 1.419 0.132 -0.199 0.026
H -1.483 -2.753 -0.400 0.085 -0.027 -0.012
H -0.905 -1.626 -1.526 -0.008 -0.048 0.033
H 0.402 0.811 -2.424 0.141 -0.068 0.188
H 1.715 0.294 -3.058 -0.178 0.078 0.166
O 0.904 0.783 -3.240 0.112 -0.024 -0.435

---

[7]
17
Properties=species:S:1:pos:R:3:forces:R:3 method="wB97M-V/def2-TZVPD" de_lowest_kcal_mol=37.5 e_lumo_ev=0.911 multiplicity=1 smiles=C1CCNC1.O homo_lumo_gap_ev=9.2152 charge=0 total_energy_ha=-288.95732
C -0.625 0.783 -0.757 1.403 -1.760 0.090
N 0.055 0.573 0.531 -0.467 0.181 -0.168
C -0.959 0.342 1.544 -0.911 0.101 0.312
C -2.332 -0.086 0.875 1.727 1.670 -1.270
C -1.952 -0.001 -0.621 -0.240 -0.204 -0.930
H -0.124 0.154 -1.518 0.367 0.939 0.062
H -0.487 1.834 -1.015 -1.118 0.016 -0.249
H 0.891 0.016 0.514 -0.315 -0.385 0.106
H -1.168 1.310 2.027 0.210 -0.411 0.412
H -0.705 -0.431 2.271 0.408 0.357 0.106
H -2.632 -1.058 1.221 -0.487 -0.253 -0.041
H -3.055 0.720 1.017 -0.253 -0.516 0.562
H -2.711 0.358 -1.321 -0.277 0.328 0.460
H -1.723 -0.978 -1.066 -0.041 -0.065 0.545
H 5.869 -0.458 -0.988 -0.300 0.243 -0.358
H 6.058 -1.901 -1.138 -0.125 -0.409 -0.300
O 5.599 -1.177 -1.577 0.420 0.167 0.661

---

[8]
17
Properties=species:S:1:pos:R:3:forces:R:3 method="wB97M-V/def2-TZVPD" de_lowest_kcal_mol=17.9 e_lumo_ev=0.858 multiplicity=1 smiles="C/C=C(/C)N.O" homo_lumo_gap_ev=9.4781 charge=0 total_energy_ha=-288.98855
C -1.095 1.449 0.959 0.031 0.310 0.445
N -0.614 -1.245 -0.002 0.307 -0.025 0.691
C 0.482 -0.390 0.330 -0.594 -0.204 -0.431
C 0.261 0.843 0.779 0.582 0.142 -0.107
C 1.812 -0.964 -0.044 -0.156 0.027 0.296
H -1.722 1.315 0.074 -0.101 -0.144 0.144
H -1.018 2.522 1.132 0.091 0.014 -0.130
H -1.593 1.074 1.863 -0.156 -0.186 -0.260
H -1.388 -1.070 0.628 -0.121 0.027 -0.143
H -0.327 -2.204 0.150 -0.140 -0.137 -0.253
H 1.142 1.438 0.988 -0.090 0.117 -0.021
H 1.944 -1.938 0.437 0.145 0.048 -0.049
H 1.849 -1.112 -1.122 0.039 -0.079 -0.108
H 2.620 -0.302 0.247 0.093 0.015 0.047
H -0.136 0.575 -1.951 -0.040 0.074 -0.121
H -1.348 -0.303 -1.946 0.239 0.056 -0.228
O -0.869 0.313 -2.524 -0.132 -0.055 0.228

---

[9]
17
Properties=species:S:1:pos:R:3:forces:R:3 method="wB97M-V/def2-TZVPD" de_lowest_kcal_mol=94.0 e_lumo_ev=0.970 multiplicity=1 homo_lumo_gap_ev=9.4817 charge=0 total_energy_ha=-288.86727
C 0.076 -0.476 -0.756 3.236 -1.803 -4.690
C -0.097 0.819 1.064 2.584 1.169 -0.787
C -1.118 -0.119 -1.597 0.030 0.022 0.017
C 0.138 -0.105 2.232 -0.027 -0.148 -0.020
N 1.017 0.389 -0.296 -3.488 1.932 5.157
O 1.344 -0.749 -2.089 -2.010 -0.990 0.005
H 2.094 -1.189 -1.664 -0.344 0.062 0.170
H 1.055 1.205 -0.908 -0.183 -0.057 0.152
H 0.016 -1.425 -0.226 -0.043 0.198 0.149
H 0.312 1.816 1.229 -0.092 -0.034 0.382
H -1.154 0.968 0.840 0.142 -0.379 -0.583
H -1.220 -0.848 -2.402 0.053 0.000 0.127
H -2.037 -0.137 -1.005 0.070 0.036 -0.011
H -0.997 0.868 -2.050 0.032 -0.044 0.083
H 1.202 -0.299 2.377 -0.076 0.043 -0.047
H -0.255 0.343 3.152 0.031 -0.028 -0.132
H -0.375 -1.060 2.099 0.084 0.020 0.028

---

[10]
17
Properties=species:S:1:pos:R:3:forces:R:3 method="wB97M-V/def2-TZVPD" de_lowest_kcal_mol=87.5 e_lumo_ev=0.825 multiplicity=1 homo_lumo_gap_ev=8.0950 charge=0 total_energy_ha=-288.87762
C -1.736 -0.153 0.701 0.224 -0.203 0.029
C -0.194 -1.391 -0.761 0.003 0.124 0.273
N -0.517 -0.124 -0.103 -0.006 0.297 -0.282
H -0.351 0.848 -0.890 0.574 0.420 0.293
H -1.628 -0.856 1.530 -0.075 -0.002 0.056
H -2.582 -0.455 0.081 0.084 -0.003 0.039
H -1.935 0.841 1.102 0.047 -0.008 -0.059
H -1.041 -1.706 -1.373 0.021 -0.005 0.115
H 0.666 -1.248 -1.414 -0.012 0.044 0.026
H 0.052 -2.149 -0.017 -0.013 -0.102 -0.061
C 0.727 0.626 0.536 -0.499 -0.539 -0.243
C 1.023 1.533 -0.613 -0.266 -0.171 -0.071
O 1.664 -0.319 0.997 -0.039 0.162 -0.061
H 2.462 -0.205 0.470 -0.098 0.012 -0.005
H 0.307 1.150 1.397 0.048 -0.031 -0.021
H 1.722 1.085 -1.326 0.082 -0.045 0.051
H 1.363 2.523 -0.318 -0.074 0.049 -0.080

---

[11]
17
Properties=species:S:1:pos:R:3:forces:R:3 method="wB97M-V/def2-TZVPD" de_lowest_kcal_mol=25.9 e_lumo_ev=0.990 multiplicity=1 smiles=CC(C)NCO homo_lumo_gap_ev=10.0790 charge=0 total_energy_ha=-288.97581
C 1.368 0.022 1.369 0.409 -0.733 -0.055
C 0.703 0.805 0.233 -0.085 -0.792 0.220
C 1.198 0.422 -1.155 0.445 1.375 -0.113
N -0.769 0.712 0.322 -0.376 -0.404 -0.244
C -1.519 -0.176 -0.548 0.692 0.402 0.426
O -1.387 -1.572 -0.271 0.067 -0.138 0.144
H 2.403 -0.284 1.158 -0.132 0.442 -0.043
H 0.860 -0.925 1.574 -0.174 0.003 -0.112
H 1.356 0.568 2.307 0.010 0.187 0.118
H 0.980 1.841 0.382 -0.084 0.387 -0.036
H 0.545 0.922 -1.867 -0.128 -0.340 -0.290
H 1.318 -0.625 -1.365 -0.317 -0.529 0.004
H 2.165 0.903 -1.354 0.000 -0.247 0.332
H -1.084 0.521 1.273 0.248 0.334 -0.195
H -1.269 -0.015 -1.597 0.017 0.149 0.085
H -2.550 0.082 -0.381 -0.569 -0.064 -0.113
H -0.585 -1.695 0.245 -0.026 -0.031 -0.127

---

[12]
17
Properties=species:S:1:pos:R:3:forces:R:3 method="wB97M-V/def2-TZVPD" de_lowest_kcal_mol=143.7 e_lumo_ev="-7.168 / -7.222" multiplicity=2 homo_lumo_gap_ev="6.7511 / 6.6955" charge=+1 total_energy_ha=-288.48630
C -0.834 1.509 -0.727 -0.327 -0.827 -0.248
C 0.642 1.274 -0.663 -0.532 1.579 1.432
C 1.190 0.007 -0.504 0.918 -2.509 1.868
C 0.731 -1.125 -1.250 1.717 2.518 2.552
N 2.217 -0.140 0.539 -1.642 -2.137 -3.390
H -1.263 0.825 -1.447 -0.140 -0.604 -0.143
H -1.303 1.177 0.256 0.861 0.432 -0.781
H -1.297 2.442 -1.032 0.886 0.574 0.322
H 1.367 2.104 -0.367 -1.120 -0.822 -0.680
H -2.355 -1.257 -0.137 -0.029 -0.049 0.079
H -0.257 -1.098 -1.656 0.010 -0.230 -0.865
H 1.434 -1.961 -1.171 -0.768 -0.147 -0.541
H 2.276 0.575 1.214 -0.047 0.802 0.791
H 2.185 -1.109 0.922 0.240 1.405 -0.242
H -2.007 -0.956 2.531 -2.417 0.525 2.358
H -1.591 -1.158 1.211 2.598 -0.157 3.448
O -1.133 -1.108 2.280 -0.208 -0.354 -5.959

---

The following F_max values (in eV/Å) correspond, in order, to the records above: 4.1, 0.9, 2.7, 2.0, 2.2, 0.9, 2.7, 0.8, 6.5, 0.8, 1.4, 6.0.